# C7H14N2

A 3-piece molecular cluster, C7H14N2 overall (the ωB97M-V functional and the def2-TZVPD basis, the Open Molecules 2025 dataset).

The geometry in XYZ format:
```
23
C7H14N2, DFT the ωB97M-V functional and the def2-TZVPD basis
C 0.3992 0.9512 0.9832
C 1.6687 0.6400 1.7373
C 0.5088 2.1171 0.0414
C -0.8265 -0.7521 -0.4142
N -0.7707 1.0763 1.8242
N -2.0856 -0.4314 -0.1608
C 0.3876 -0.9279 -0.3059
C -0.5464 -2.5784 -1.6886
C -0.2023 -2.4146 -2.9556
H -0.6698 0.5932 2.7105
H -1.0263 2.0416 2.0413
H -2.6312 -0.1170 -0.9516
H -2.1344 0.1378 0.6993
H 1.4124 -1.1824 -0.4403
H -0.9722 -3.4984 -1.2916
H 0.6537 3.0698 0.5845
H 1.9428 1.4583 2.4255
H 1.5677 -0.2679 2.3408
H 2.5153 0.5004 1.0601
H -0.3982 2.2291 -0.5603
H 1.3576 2.0048 -0.6353
H 0.1981 -1.4688 -3.3217
H -0.3482 -3.1806 -3.7222
```

Calculated values
Orbital gap (spin up / spin down) = 0.2512 / 0.2547 hartree
Energy = -10458.825 eV
E_LUMO (spin up / spin down) = 0.905 / 0.827 eV
ΔE to the lowest compared entry with this formula, charge and spin = 727.7 kJ/mol